# 1
DFT (ωB97M-V/def2-TZVPD) results for a structure of composition O4RbS at a distorted geometry.

Results
Orbital gap: 5.246 eV
Net charge: -1
Molecular weight: 181.53 g/mol
Energy above the lowest of the compared OMol25 structures with the same formula, charge and spin: 209.2 kJ/mol
HOMO energy: -3.296 eV
2S+1: 1

Structure (XYZ):
```
6
Properties=species:S:1:pos:R:3:forces:R:3:lowdin_charge:R:1
Rb -17.54581 24.49059 -27.39537 0.111 -3.493 9.053 1.248
S -17.38342 25.36628 -29.83337 -1.394 2.473 -8.584 0.008
O -16.78500 26.62740 -30.22670 0.498 1.556 0.655 -0.406
O -16.39301 24.53127 -29.24091 4.265 -2.357 0.213 -0.679
O -18.51512 25.59230 -28.91980 -2.740 2.187 -1.879 -0.738
O -17.83985 24.68788 -31.06771 -0.740 -0.366 0.542 -0.432
```
Forces are in eV/Å.


# 2
DFT (ωB97M-V/def2-TZVPD) results for the molecule P4S2 at a distorted geometry.

Results
Orbital gap (spin up / spin down): 4.959 / 5.497 eV
Molecular weight: 188.03 g/mol
Energy above the lowest of the compared OMol25 structures with the same formula, charge and spin: 52.4 kJ/mol
HOMO energy (spin up / spin down): -5.920 / -8.927 eV
2S+1: 3

Structure (XYZ):
```
6
Properties=species:S:1:pos:R:3:forces:R:3:lowdin_charge:R:1
P 0.07263 0.87061 -1.41319 -0.227 2.635 2.595 0.149
P -0.90384 1.24406 0.68185 0.198 1.689 -1.626 0.043
P 1.24919 0.99161 0.43078 0.386 1.209 -1.165 -0.109
P -0.29630 -1.35752 -0.86931 1.044 -2.211 2.191 0.030
S -1.64722 -0.71079 0.60007 -0.457 -1.436 -0.754 -0.069
S 1.52555 -1.03797 0.56981 -0.944 -1.887 -1.241 -0.046
```
Forces are in eV/Å.


# 3
DFT (ωB97M-V/def2-TZVPD) results for the ion S2 with charge -1 at a distorted geometry.

Results
Orbital gap (spin up / spin down): 6.337 / 5.851 eV
Net charge: -1
Molecular weight: 64.13 g/mol
Energy above the lowest of the compared OMol25 structures with the same formula, charge and spin: 19.3 kJ/mol
HOMO energy (spin up / spin down): -2.419 / -2.160 eV
2S+1: 2

Structure (XYZ):
```
2
Properties=species:S:1:pos:R:3:forces:R:3:lowdin_charge:R:1
S -1.04697 0.13710 0.18874 2.338 -0.306 -0.421 -0.500
S 1.04697 -0.13710 -0.18874 -2.338 0.306 0.421 -0.500
```
Forces are in eV/Å.


# 4
DFT (ωB97M-V/def2-TZVPD) results for the molecule S2 at a distorted geometry.

Results
Orbital gap: 5.631 eV
Molecular weight: 64.13 g/mol
Energy above the lowest of the compared OMol25 structures with the same formula, charge and spin: 157.4 kJ/mol
HOMO energy: -9.285 eV
2S+1: 1

Structure (XYZ):
```
2
Properties=species:S:1:pos:R:3:forces:R:3:lowdin_charge:R:1
S 0.00000 0.00000 1.14815 0.000 0.000 -5.810 0.000
S 0.00000 0.00000 -1.14815 0.000 0.000 5.810 0.000
```
Forces are in eV/Å.


# 5
DFT (ωB97M-V/def2-TZVPD) results for the molecule S2 at a distorted geometry.

Results
Orbital gap: 5.769 eV
Molecular weight: 64.13 g/mol
Energy above the lowest of the compared OMol25 structures with the same formula, charge and spin: 2.9 kJ/mol
HOMO energy: -8.138 eV
2S+1: 1

Structure (XYZ):
```
2
Properties=species:S:1:pos:R:3:forces:R:3:lowdin_charge:R:1
S -0.66699 -0.63512 -0.00990 -1.115 -1.062 -0.017 0.000
S 0.66699 0.63512 0.00990 1.115 1.062 0.017 0.000
```
Forces are in eV/Å.


What did the fourth record say?
DFT (ωB97M-V/def2-TZVPD) results for the molecule S2 at a distorted geometry.

Results
Orbital gap: 5.631 eV
Molecular weight: 64.13 g/mol
Energy above the lowest of the compared OMol25 structures with the same formula, charge and spin: 157.4 kJ/mol
HOMO energy: -9.285 eV
2S+1: 1

Structure (XYZ):
```
2
Properties=species:S:1:pos:R:3:forces:R:3:lowdin_charge:R:1
S 0.00000 0.00000 1.14815 0.000 0.000 -5.810 0.000
S 0.00000 0.00000 -1.14815 0.000 0.000 5.810 0.000
```
Forces are in eV/Å.